DFT (ωB97M-V/def2-TZVPD) results for a gas-phase ion, C4H12N2O (charge +1).

XYZ file:
```
19
Properties=species:S:1:pos:R:3:mulliken_charge:R:1
N 0.237 -1.564 -0.770 -0.34
C 0.196 -0.667 0.372 0.18
C -0.171 0.686 -0.343 -0.73
C -1.338 0.483 -1.355 -0.51
O -2.436 1.132 -0.806 -0.51
C 1.537 -0.676 1.225 -0.69
N 1.926 0.570 1.729 -0.31
H 0.105 -2.540 -0.563 0.27
H 0.902 -1.443 -1.528 0.29
H -0.652 -0.767 1.020 0.36
H 0.632 1.187 -0.971 0.38
H -0.487 1.445 0.362 0.43
H -1.663 -0.518 -1.709 0.28
H -1.216 0.758 -2.498 0.32
H -2.697 1.893 -1.335 0.34
H 2.310 -1.287 0.709 0.43
H 1.260 -1.326 2.072 0.32
H 2.815 0.914 1.386 0.24
H 1.662 0.831 2.657 0.26
```

Calculated values
ΔE to the lowest compared entry with this formula, charge and spin (kcal per mole): 50.17
Energy (eV): -9360.2421
Spin multiplicity: 2
HOMO level (alpha / beta) (eV): -13.726 / -13.397
<S²>: 0.757
Net charge: +1
Orbital gap (alpha / beta) (Ha): 0.401 / 0.199